Here is a cluster of 2 separate species, C3H11N3O in total from OMol25. Energies are from wB97M-V/def2-TZVPD.

Results
SMILES: [NH3+]C[O-].N/C=C/N
LUMO level (Ha): 0.0207
Energy above the lowest of the compared OMol25 structures with the same formula, charge and spin (kJ/mol): 416.8
Molar mass (g mol⁻¹): 105.14

XYZ file:
```
18
Properties=species:S:1:pos:R:3:forces:R:3:lowdin_charge:R:1
C 1.1271 -0.7081 1.0058 0.0 -0.3 -0.6 -0.2303
C 2.0047 0.3114 0.7832 -0.7 0.1 0.1 -0.2255
N 1.6227 1.7041 0.9124 0.8 -0.4 1.4 -0.0100
N 0.8694 -1.7246 0.0329 1.3 -0.2 0.2 0.0000
H 0.6237 -0.8881 1.9568 -1.0 1.0 -0.4 0.1024
H 3.0128 0.1256 0.4282 -0.4 0.1 -1.4 0.0943
H 2.4279 2.2880 0.7103 0.0 0.0 0.2 0.0623
H -0.5366 1.1715 0.0010 0.1 0.2 -0.1 0.0558
H 1.3216 1.9139 1.8680 -0.1 0.2 -0.2 0.0780
H 1.5391 -1.5449 -0.7140 -0.1 -0.3 -0.1 0.0638
H -0.0624 -1.5483 -0.4090 0.1 -0.3 0.8 0.0329
N -1.5161 1.2377 -0.2777 0.4 0.0 0.4 0.1334
C -1.8365 -0.1476 -1.3915 -0.3 -0.9 -0.9 -0.3882
O -1.8395 -1.2481 -0.7868 0.2 0.6 0.1 -0.1698
H -1.6970 2.1369 -0.7095 0.0 0.1 0.1 0.1048
H -2.0624 1.1275 0.5713 -0.2 0.0 -0.2 0.1109
H -2.7845 0.2357 -1.8137 -0.1 0.1 0.2 0.0881
H -1.0097 0.0672 -2.1081 0.0 0.2 0.3 0.0970
```
Forces are in eV/Å.

=====

Here is a structure of composition C4H9N3O from OMol25. Energies are from wB97M-V/def2-TZVPD.

Results
LUMO level (Ha): 0.0149
Energy above the lowest of the compared OMol25 structures with the same formula, charge and spin (kJ/mol): 821.2
Molar mass (g mol⁻¹): 115.14

XYZ file:
```
17
Properties=species:S:1:pos:R:3:forces:R:3:lowdin_charge:R:1
C -2.7376 0.2251 -0.0299 -2.9 5.8 -1.5 -0.3701
C 0.2784 -0.1174 -0.4136 4.4 0.5 -1.1 -0.3316
C 1.1680 1.2566 -0.1651 -2.0 0.4 2.9 -0.2375
C 1.5871 -0.9535 0.1043 3.5 3.7 -7.0 -0.1182
H -3.9930 -0.0021 -0.2506 3.4 1.1 0.7 0.1730
H -2.0295 -1.9677 -0.7098 -1.1 5.0 2.3 0.2760
H -0.6681 -0.4725 1.4711 -0.4 0.1 -2.1 0.1612
H 0.2084 -0.0328 -1.6220 -0.8 -1.3 3.1 0.1849
H 0.9491 1.7000 0.9544 0.0 -0.7 -2.8 0.1282
H 1.1336 2.1429 -0.9089 0.1 -1.8 1.0 0.1082
H 2.7724 0.7369 0.9998 -0.6 -1.3 -3.9 0.1412
H 2.2618 -1.5644 -0.8790 -2.6 0.7 3.7 0.1722
H 1.5699 -1.2395 1.1188 -0.1 -1.0 0.8 0.0537
N -2.0410 -0.8555 -0.1887 5.0 -5.0 0.9 -0.0218
N -0.6626 -0.7139 0.4398 -3.7 -0.9 -1.1 -0.0661
N 2.3933 0.4363 -0.0683 0.9 0.3 4.5 -0.1528
O -2.1902 1.4215 0.1476 -3.1 -5.7 -0.1 -0.1005
```
Forces are in eV/Å.

=====

Here is a cluster of 10 separate species, C31H33F9O30 in total from OMol25. Energies are from wB97M-V/def2-TZVPD.

Results
SMILES: O=C1OC[C@@H](F)O1.O=C1OC[C@@H](F)O1.O=C1OC[C@@H](F)O1.O=C1OC[C@@H](F)O1.O=C1OC[C@@H](F)O1.O=C1OC[C@@H](F)O1.O=C1OC[C@@H](F)O1.O=C1OC[C@@H](F)O1.O=C1OC[C@@H](F)O1.C[C@H]1COC(=O)O1
LUMO level (Ha): -0.0057
Energy above the lowest of the compared OMol25 structures with the same formula, charge and spin (kJ/mol): 0.0
Molar mass (g mol⁻¹): 1056.56

XYZ file:
```
103
Properties=species:S:1:pos:R:3:forces:R:3:lowdin_charge:R:1
C -2.9454 -2.3970 -2.0847 0.1 0.0 0.9 -0.0252
C -4.3263 -2.8044 -2.5241 0.2 -0.3 0.9 -0.2795
C -4.4100 -3.7218 -3.7320 0.1 0.0 -0.5 -0.0822
O -5.3687 -4.7189 -3.3600 -0.2 0.5 0.0 0.0620
C -5.6815 -4.5697 -2.0421 0.4 -0.2 -0.5 -0.5661
O -6.5353 -5.1823 -1.4991 -0.1 -0.2 0.3 0.1730
O -4.8558 -3.6670 -1.4725 -0.3 0.3 -0.3 0.0756
H -2.9988 -2.0676 -1.0409 -0.3 0.2 -0.1 0.0895
H -2.5211 -1.5679 -2.6442 0.1 -0.2 -0.3 0.0826
H -2.3011 -3.2759 -2.0264 0.2 0.1 -0.5 0.0844
H -4.9835 -1.9350 -2.5549 -0.1 0.0 -0.3 0.1588
H -3.4604 -4.2094 -3.9602 0.0 0.0 0.2 0.1166
H -4.7348 -3.2127 -4.6391 -0.2 0.0 0.1 0.1380
C -4.4368 3.9004 -2.9756 -0.8 -0.2 0.5 -0.0430
C -4.0417 2.4274 -2.9824 0.7 1.4 -0.6 -0.3195
O -4.3122 2.0799 -4.3135 -0.1 -0.3 0.1 0.1185
C -5.3525 2.8659 -4.7563 0.1 0.1 0.1 -0.5473
O -6.0286 2.6046 -5.6891 0.0 0.0 -0.2 0.1831
O -5.4596 3.9570 -3.9767 0.0 -0.1 -0.1 0.0845
F -4.7943 1.6486 -2.1640 0.1 0.0 0.2 0.0811
H -3.6121 4.5510 -3.2610 0.1 -0.1 0.0 0.1410
H -4.8564 4.2315 -2.0284 0.0 0.0 0.0 0.1218
H -2.9774 2.3749 -2.7636 -0.1 -0.8 0.1 0.1438
C 1.1620 -4.6900 -3.6279 0.4 -0.3 0.2 -0.0539
C -0.2585 -4.9090 -4.1186 0.5 0.2 0.0 -0.2893
O -0.6858 -3.5997 -4.4134 -0.2 -0.3 -0.3 0.1304
C 0.0563 -2.7245 -3.7038 0.8 0.1 0.9 -0.5593
O -0.1780 -1.5796 -3.5203 -0.3 0.3 -0.3 0.1694
O 1.1322 -3.3460 -3.1518 -0.3 -0.2 -0.3 0.0738
F -1.0537 -5.3890 -3.1197 0.0 -0.2 0.0 0.0692
H 1.9129 -4.7890 -4.4139 -0.2 0.1 -0.2 0.1411
H 1.4548 -5.3739 -2.8331 -0.3 0.1 0.2 0.1441
H -0.3371 -5.5541 -4.9878 -0.3 0.1 -0.1 0.1711
C -2.5478 3.8925 2.3732 0.5 -0.8 -0.2 -0.0471
C -3.4493 2.8154 1.7786 0.5 0.0 0.5 -0.3022
O -3.9220 3.3926 0.6087 -0.4 0.2 0.0 0.1308
C -3.8095 4.7519 0.7131 0.3 -0.3 -0.1 -0.5477
O -4.3186 5.5166 -0.0369 0.0 0.2 -0.2 0.1673
O -2.9945 5.0757 1.7226 -0.2 0.2 0.4 0.0897
F -4.4977 2.5791 2.6419 -0.1 0.0 -0.2 0.0562
H -1.4992 3.7146 2.1273 -0.1 0.1 -0.1 0.1195
H -2.6391 3.9050 3.4562 -0.3 0.5 0.0 0.1447
H -2.9631 1.8697 1.5689 -0.1 0.0 -0.1 0.1433
C 2.9976 -3.7497 1.1828 -0.6 -0.1 -0.7 -0.0386
C 3.2725 -3.2343 2.5839 0.0 0.4 0.0 -0.2955
O 3.2874 -4.3830 3.3755 0.4 0.0 -0.1 0.1386
C 3.1106 -5.5057 2.6095 -0.1 0.3 0.1 -0.5456
O 3.2153 -6.6044 3.0266 -0.1 -0.3 0.0 0.1888
O 2.8009 -5.1584 1.3464 0.4 0.0 0.1 0.0779
F 2.2779 -2.3996 3.0426 -0.2 -0.2 -0.2 0.0470
H 3.7882 -3.5513 0.4617 0.2 -0.1 0.3 0.1181
H 2.0768 -3.3634 0.7491 0.0 0.3 0.3 0.1386
H 4.1962 -2.6665 2.6802 0.0 -0.1 0.1 0.1571
C 7.8878 -1.0197 -1.2309 -0.5 -0.5 -0.1 -0.0315
C 7.5077 -2.4812 -1.5119 0.2 0.5 0.4 -0.3073
O 6.2632 -2.6250 -0.8677 -0.2 0.0 -0.5 0.1252
C 5.7158 -1.3932 -0.6550 0.4 0.1 0.2 -0.5464
O 4.6160 -1.2048 -0.2682 -0.4 -0.2 -0.1 0.1720
O 6.6200 -0.4324 -0.9158 0.1 0.1 0.0 0.0816
F 8.3722 -3.3521 -0.9354 0.1 0.0 -0.1 0.0733
H 8.2838 -0.5368 -2.1174 0.2 0.2 0.1 0.1371
H 8.5511 -0.9665 -0.3698 0.1 0.1 -0.1 0.1435
H 7.4373 -2.6846 -2.5803 -0.1 -0.4 0.1 0.1686
C 0.2786 5.7064 -1.7292 -0.4 -0.3 -0.3 -0.0557
C -0.6003 6.0456 -0.5278 0.6 -0.3 -0.2 -0.2922
O -0.0613 7.2358 -0.0291 -0.2 0.1 -0.1 0.1444
C 0.9354 7.6875 -0.8429 0.1 -0.1 0.0 -0.5463
O 1.5131 8.7066 -0.6867 0.1 0.1 0.1 0.1842
O 1.1585 6.8146 -1.8450 -0.1 0.0 -0.1 0.0847
F -0.4458 5.0587 0.4068 -0.2 0.2 0.3 0.0552
H -0.3236 5.5555 -2.6264 0.1 0.4 -0.1 0.1353
H 0.8400 4.7851 -1.5881 0.1 0.1 0.3 0.1334
H -1.6519 6.1894 -0.7679 -0.1 -0.2 0.3 0.1632
C -0.6479 -0.2914 5.1844 -0.1 -0.3 -0.4 -0.0265
C -1.8050 -0.2369 4.1812 0.1 0.1 -0.1 -0.2827
O -1.4195 0.7811 3.2744 -0.1 0.1 0.1 0.1072
C -0.1206 1.1075 3.4610 0.0 0.1 0.7 -0.5450
O 0.5062 1.8536 2.7868 -0.1 0.1 -0.3 0.1826
O 0.3652 0.4987 4.5648 0.1 -0.1 -0.2 0.0560
F -2.9789 0.0897 4.7741 0.1 0.2 -0.1 0.0823
H -0.3144 -1.3209 5.2942 0.3 0.1 0.1 0.1396
H -0.8951 0.1445 6.1491 -0.2 0.0 0.0 0.1451
H -1.9515 -1.1386 3.5885 -0.1 -0.1 0.2 0.1681
C 0.8574 0.3832 -0.0534 0.1 -1.0 0.8 -0.0371
C -0.5251 -0.2772 -0.0405 0.6 0.3 -0.3 -0.2798
O -1.3883 0.8333 -0.1417 -0.2 0.0 -0.1 0.1221
C -0.6997 1.8601 -0.7126 0.1 0.0 0.4 -0.5342
O -1.2174 2.8375 -1.1424 -0.1 0.2 -0.2 0.1638
O 0.6159 1.6191 -0.6969 0.1 0.2 -0.3 0.1105
F -0.7285 -0.9283 1.1367 -0.2 -0.1 -0.1 0.0741
H 1.6492 -0.2065 -0.5039 -0.1 0.2 -0.7 0.1403
H 1.1961 0.5194 0.9750 -0.2 0.4 0.0 0.1189
H -0.7535 -0.9359 -0.8791 0.1 -0.3 0.2 0.1470
C 3.4533 1.1334 5.4384 0.0 -0.3 1.2 -0.0622
C 3.7728 -0.3666 5.5163 0.1 0.5 0.2 -0.2897
O 4.2394 -0.6639 4.2381 -0.2 -0.3 0.2 0.1155
C 3.9356 0.3516 3.3829 0.3 0.7 0.2 -0.5347
O 4.0153 0.2662 2.2100 -0.1 0.0 -0.3 0.1881
O 3.6433 1.4790 4.0818 -0.3 -0.5 -0.1 0.0942
F 2.6524 -1.1021 5.8061 -0.1 0.0 -0.2 0.0538
H 4.0968 1.6902 6.1232 0.3 0.1 -0.5 0.1377
H 2.4415 1.3172 5.7998 -0.2 -0.1 -0.5 0.1278
H 4.5138 -0.6390 6.2614 0.1 -0.1 -0.1 0.1660
```
Forces are in eV/Å.

=====

Here is the molecule C3H7N3O from OMol25. Energies are from wB97M-V/def2-TZVPD.

Results
LUMO level (Ha): 0.0386
Energy above the lowest of the compared OMol25 structures with the same formula, charge and spin (kJ/mol): 391.4
Molar mass (g mol⁻¹): 101.11

XYZ file:
```
14
Properties=species:S:1:pos:R:3:forces:R:3:lowdin_charge:R:1
C 2.0340 0.3968 -0.2067 0.2 -0.1 -0.1 -0.0964
N 0.7632 0.9071 0.3160 -0.1 -0.1 0.2 0.0087
C -0.3567 0.1499 -0.0319 0.5 0.4 0.2 -0.5832
O -0.4208 -0.5250 -1.3092 0.1 0.0 -0.2 -0.0026
N -0.8752 -1.0961 0.6353 -0.1 0.0 0.2 0.1257
C -1.6589 -0.7537 -0.5694 -0.6 -0.4 -0.2 -0.3022
N -1.7549 0.6742 -0.1704 0.0 0.1 -0.1 0.1251
H 2.1269 0.6581 -1.2659 -0.1 -0.1 0.2 0.0823
H 2.1446 -0.6908 -0.0984 0.0 0.2 0.0 0.0861
H 2.8487 0.8941 0.3278 -0.2 -0.1 -0.1 0.0809
H 0.7867 0.9809 1.3297 0.0 0.1 -0.2 0.1257
H -1.4100 -0.8143 1.4630 0.0 -0.1 -0.1 0.0975
H -2.4614 -1.3565 -0.9951 0.2 0.1 0.0 0.1489
H -1.7774 1.2499 -1.0207 -0.1 0.0 0.2 0.1032
```
Forces are in eV/Å.

=====

> Which value of molar mass does entry 1 give?

105.14 g mol⁻¹

=====

Repeat the fourth record exactly.
Here is the molecule C3H7N3O from OMol25. Energies are from wB97M-V/def2-TZVPD.

Results
LUMO level (Ha): 0.0386
Energy above the lowest of the compared OMol25 structures with the same formula, charge and spin (kJ/mol): 391.4
Molar mass (g mol⁻¹): 101.11

XYZ file:
```
14
Properties=species:S:1:pos:R:3:forces:R:3:lowdin_charge:R:1
C 2.0340 0.3968 -0.2067 0.2 -0.1 -0.1 -0.0964
N 0.7632 0.9071 0.3160 -0.1 -0.1 0.2 0.0087
C -0.3567 0.1499 -0.0319 0.5 0.4 0.2 -0.5832
O -0.4208 -0.5250 -1.3092 0.1 0.0 -0.2 -0.0026
N -0.8752 -1.0961 0.6353 -0.1 0.0 0.2 0.1257
C -1.6589 -0.7537 -0.5694 -0.6 -0.4 -0.2 -0.3022
N -1.7549 0.6742 -0.1704 0.0 0.1 -0.1 0.1251
H 2.1269 0.6581 -1.2659 -0.1 -0.1 0.2 0.0823
H 2.1446 -0.6908 -0.0984 0.0 0.2 0.0 0.0861
H 2.8487 0.8941 0.3278 -0.2 -0.1 -0.1 0.0809
H 0.7867 0.9809 1.3297 0.0 0.1 -0.2 0.1257
H -1.4100 -0.8143 1.4630 0.0 -0.1 -0.1 0.0975
H -2.4614 -1.3565 -0.9951 0.2 0.1 0.0 0.1489
H -1.7774 1.2499 -1.0207 -0.1 0.0 0.2 0.1032
```
Forces are in eV/Å.

=====

> Which value of LUMO level does entry 1 give?

0.0207 Ha